# C20H51B2Cl2NNbO17S4

A molecular structure, C20H51B2Cl2NNbO17S4 (ωB97M-V with the def2-TZVPD basis set, OMol25).

Each line ends with the Löwdin charge.
CARTESIAN COORDINATES (ANGSTROEM)
C1 5.377 -0.637 1.245  -0.161
C2 4.137 -1.447 1.045  -0.864
Cl1 3.738 -2.418 2.461  0.596
C3 3.298 -1.534 0.015  -0.753
Cl2 3.719 -0.467 -1.335  0.539
Nb1 1.388 -2.819 -0.217  1.256
C4 -0.083 -1.830 1.204  -0.328
C5 -0.779 -2.616 2.316  -0.231
C6 -1.667 -3.715 1.789  -0.573
O1 -1.770 -4.818 2.253  0.093
O2 -2.441 -3.289 0.730  0.018
B1 0.626 -1.784 -2.269  -0.683
O3 1.189 -1.894 -3.539  0.040
O4 -0.476 -0.894 -2.185  0.006
B2 2.156 -4.793 -1.352  -0.634
O5 1.889 -4.887 -2.713  0.047
N1 2.846 -5.941 -0.781  -0.179
C7 1.921 -7.032 -0.503  -0.105
C8 3.724 -5.688 0.345  -0.154
H1 6.146 -1.257 1.705  0.065
H2 5.749 -0.269 0.291  0.041
H3 5.177 0.210 1.906  0.065
H4 1.461 -4.107 1.099  -0.032
H5 -0.100 -3.821 -0.600  -0.036
H6 -0.870 -1.393 0.580  0.035
H7 0.514 -1.037 1.681  0.037
H8 -0.080 -3.065 3.020  0.101
H9 -1.448 -1.951 2.891  0.099
H10 -2.322 -3.919 0.006  0.101
H11 0.814 -2.580 -4.094  0.077
H12 -0.186 -0.050 -1.825  0.073
H13 0.958 -4.742 -2.901  0.062
H14 1.017 -6.945 -1.110  0.079
H15 2.359 -8.013 -0.725  0.075
H16 1.616 -7.025 0.550  0.082
H17 4.303 -4.781 0.159  0.065
H18 4.437 -6.512 0.465  0.077
H19 3.187 -5.575 1.297  0.049
O6 3.501 2.356 1.801  -0.266
S1 2.692 3.532 1.891  0.566
O7 3.247 4.794 1.490  -0.288
O8 2.119 3.650 3.362  -0.260
C9 3.073 3.530 4.454  -0.240
C10 3.869 4.796 4.673  -0.073
C11 1.166 3.279 1.062  -0.108
H20 3.713 2.670 4.257  0.113
H21 2.448 3.294 5.312  0.122
H22 4.547 4.990 3.843  0.072
H23 4.456 4.691 5.586  0.081
H24 3.204 5.653 4.775  0.084
H25 0.742 2.336 1.399  0.076
H26 1.401 3.237 0.000  0.078
H27 0.507 4.115 1.278  0.077
O9 2.045 7.797 -1.449  -0.282
S2 3.206 7.315 -2.141  0.566
O10 4.089 8.277 -2.730  -0.284
O11 2.736 6.276 -3.247  -0.266
C12 1.667 6.691 -4.135  -0.248
C13 2.145 7.616 -5.232  -0.074
C14 4.106 6.190 -1.148  -0.122
H28 0.876 7.142 -3.536  0.111
H29 1.292 5.754 -4.540  0.121
H30 2.453 8.581 -4.833  0.072
H31 1.333 7.773 -5.943  0.080
H32 2.994 7.178 -5.756  0.084
H33 3.426 5.450 -0.742  0.046
H34 4.552 6.765 -0.340  0.082
H35 4.874 5.733 -1.767  0.082
O12 -3.291 -2.274 -6.114  -0.288
S3 -3.515 -1.975 -4.727  0.567
O13 -3.234 -2.990 -3.761  -0.269
O14 -5.026 -1.492 -4.564  -0.269
C15 -6.047 -2.345 -5.138  -0.256
C16 -6.353 -3.552 -4.279  -0.074
C17 -2.744 -0.468 -4.292  -0.124
H36 -5.735 -2.629 -6.144  0.109
H37 -6.911 -1.690 -5.226  0.118
H38 -5.513 -4.242 -4.251  0.072
H39 -7.221 -4.070 -4.689  0.078
H40 -6.573 -3.245 -3.257  0.085
H41 -3.021 0.275 -5.035  0.075
H42 -1.670 -0.646 -4.284  0.061
H43 -3.063 -0.185 -3.293  0.079
O15 -6.520 -0.692 3.327  -0.286
S4 -5.441 -1.243 4.097  0.571
O16 -5.750 -1.814 5.374  -0.282
O17 -4.328 -0.120 4.274  -0.265
C18 -4.771 1.178 4.739  -0.253
C19 -5.018 1.212 6.231  -0.075
C20 -4.488 -2.356 3.144  -0.123
H44 -5.656 1.465 4.172  0.110
H45 -3.958 1.843 4.455  0.120
H46 -5.877 0.603 6.505  0.071
H47 -5.206 2.242 6.537  0.078
H48 -4.149 0.835 6.769  0.084
H49 -4.227 -1.888 2.198  0.077
H50 -5.101 -3.238 2.975  0.088
H51 -3.597 -2.620 3.708  0.073

As for the lowest unoccupied orbital energy: 1.743 eV. The spin multiplicity is 1. For the total energy, the calculation gives -4746.2356 Ha. The total charge is -1. The orbital gap is 6.171 eV. The calculation puts the HOMO energy at -4.4 eV.

# C48H52AsCl3N3O2SV

A molecular structure, C48H52AsCl3N3O2SV (ωB97M-V with the def2-TZVPD basis set, OMol25).

Each line ends with the Löwdin charge.
CARTESIAN COORDINATES (ANGSTROEM)
V1 12.721 14.083 12.712  0.898
Cl1 7.445 11.511 16.798  0.841
C1 8.765 12.317 16.127  -0.686
C2 9.087 13.548 16.607  -0.109
C3 10.220 14.190 16.155  -0.568
Cl2 10.671 15.660 16.887  0.785
C4 10.781 13.721 14.914  -0.434
O1 11.729 14.428 14.387  -0.193
C5 10.383 12.443 14.450  -0.474
Cl3 11.261 12.003 12.971  0.835
C6 9.371 11.758 15.054  -0.098
H1 8.500 13.961 17.437  0.136
H2 9.022 10.853 14.580  0.136
O2 12.655 13.634 10.774  -0.643
S1 11.899 14.921 10.126  1.128
C7 10.898 14.170 8.851  -0.383
C8 10.595 12.821 8.955  -0.062
C9 9.488 12.300 8.279  -0.020
C10 8.742 13.160 7.482  -0.028
C11 9.081 14.502 7.276  -0.030
C12 10.183 15.000 7.956  -0.062
C13 13.165 15.567 9.005  -0.376
C14 14.215 14.655 8.663  -0.060
C15 15.362 15.045 7.925  -0.016
C16 15.253 16.281 7.244  -0.036
C17 14.291 17.191 7.569  -0.048
C18 13.315 16.881 8.535  -0.068
H3 11.158 12.238 9.623  0.082
H4 9.219 11.273 8.413  0.121
H5 7.840 12.765 6.966  0.141
H6 8.492 15.161 6.672  0.120
H7 10.523 16.037 7.819  0.116
H8 14.203 13.632 9.085  0.112
H9 16.179 14.358 7.781  0.111
H10 16.024 16.587 6.545  0.128
H11 14.289 18.170 7.157  0.116
H12 12.535 17.598 8.807  0.111
C19 9.372 20.779 12.555  -0.041
C20 10.492 19.690 12.602  -0.146
N1 9.949 18.363 12.398  -0.139
C21 9.183 18.059 13.719  -0.120
C22 8.236 19.168 14.001  -0.078
N2 8.081 20.057 12.765  -0.074
C23 7.762 19.149 11.620  -0.076
C24 8.991 18.281 11.315  -0.164
H13 9.254 21.269 11.586  0.144
H14 9.419 21.532 13.342  0.144
H15 11.025 19.680 13.532  0.119
H16 11.240 19.869 11.836  0.127
H17 9.909 17.989 14.554  0.121
H18 8.715 17.076 13.520  0.133
H19 8.674 19.824 14.792  0.155
H20 7.227 18.887 14.292  0.146
H21 7.276 20.693 12.874  0.209
H22 7.355 19.706 10.741  0.160
H23 6.933 18.519 11.923  0.135
H24 9.414 18.683 10.383  0.131
H25 8.769 17.244 11.098  0.121
C25 21.633 14.564 13.669  -0.020
C26 20.200 14.107 13.567  -0.199
C27 19.672 13.703 12.325  0.007
C28 18.460 13.062 12.200  -0.303
C29 17.972 12.684 10.831  -0.054
C30 17.684 12.827 13.357  -0.361
As1 15.927 11.995 13.109  1.497
N3 14.119 14.778 13.223  -0.018
C31 14.759 15.864 13.568  -0.361
C32 14.556 16.447 14.856  0.043
C33 15.461 17.408 15.318  -0.033
C34 16.383 17.990 14.486  0.002
C35 16.469 17.537 13.165  -0.024
C36 15.682 16.478 12.668  0.039
C37 15.952 10.511 14.397  -0.351
C38 16.777 9.387 14.176  -0.272
C39 17.644 9.185 12.929  -0.036
C40 16.957 8.486 15.215  0.008
C41 16.188 8.439 16.393  -0.181
C42 16.298 7.414 17.496  -0.012
C43 15.144 9.433 16.425  0.004
C44 15.076 10.489 15.541  -0.306
C45 14.020 11.497 15.895  -0.066
C46 18.104 13.288 14.603  -0.275
C47 17.257 13.250 15.871  -0.033
C48 19.308 13.988 14.673  0.022
H26 21.671 15.588 13.277  0.099
H27 22.317 13.808 13.193  0.118
H28 21.964 14.600 14.749  0.106
H29 20.303 13.814 11.457  0.135
H30 18.767 12.339 10.189  0.100
H31 17.543 13.531 10.268  0.090
H32 17.243 11.908 10.982  0.013
H33 13.721 16.080 15.480  0.123
H34 15.401 17.585 16.372  0.124
H35 17.062 18.814 14.815  0.156
H36 17.163 17.962 12.444  0.125
H37 15.735 16.198 11.596  0.133
H38 17.027 8.905 12.050  0.096
H39 18.261 8.303 13.090  0.085
H40 18.240 10.102 12.680  0.081
H41 17.631 7.625 15.054  0.142
H42 17.272 6.963 17.564  0.085
H43 15.513 6.631 17.349  0.121
H44 16.159 7.964 18.429  0.093
H45 14.395 9.298 17.187  0.126
H46 13.728 11.312 16.949  0.099
H47 13.085 11.301 15.323  0.072
H48 14.270 12.565 15.794  0.058
H49 16.334 13.796 15.665  0.053
H50 17.794 13.792 16.691  0.105
H51 17.059 12.214 16.185  0.084
H52 19.594 14.342 15.678  0.132

As for the lowest unoccupied orbital energy (spin up / spin down): -12.346 / -12.332 eV. The spin multiplicity is 1. For the total energy, the calculation gives -7131.9961 Ha. The total charge is +4. The orbital gap (spin up / spin down) is 4.409 / 4.419 eV. The calculation puts the HOMO energy (spin up / spin down) at -16.8 / -16.8 eV.

# C3H8ClFN

2 unconnected molecules or ions with the total composition C3H8ClFN (ωB97M-V with the def2-TZVPD basis set, OMol25).

Each line ends with the Löwdin charge.
CARTESIAN COORDINATES (ANGSTROEM)
C1 1.567 -1.466 -0.670  -0.069
C2 -1.671 0.052 0.268  0.111
C3 1.387 -0.269 0.184  -0.714
N1 -1.449 1.525 0.316  0.090
F1 1.393 -0.473 1.466  0.065
Cl1 1.469 1.385 -0.301  0.823
H1 1.629 -1.416 -1.758  0.099
H2 1.008 -2.366 -0.479  0.093
H3 2.559 -1.804 -0.611  0.072
H4 -1.979 -0.261 -0.617  0.038
H5 -2.004 -0.275 1.151  0.044
H6 -2.198 1.886 -0.291  0.176
H7 -0.405 1.573 0.068  -0.008
H8 -1.306 1.909 1.274  0.181

As for the lowest unoccupied orbital energy (spin up / spin down): -3.694 / -5.151 eV. The spin multiplicity is 1. For the total energy, the calculation gives -733.4840 Ha. The total charge is +1. The orbital gap (spin up / spin down) is 10.694 / 6.877 eV. The calculation puts the HOMO energy (spin up / spin down) at -14.4 / -12.0 eV.

# C3H12NO4

3 unconnected molecules or ions with the total composition C3H12NO4 (ωB97M-V with the def2-TZVPD basis set, OMol25).

Each line ends with the Löwdin charge.
CARTESIAN COORDINATES (ANGSTROEM)
C1 -0.118 -1.313 0.661  -0.139
C2 -0.275 -1.450 -0.870  -0.074
C3 -0.938 -0.117 -1.243  -0.490
O1 -2.113 -0.366 -1.817  0.084
O2 -0.555 1.037 -0.957  0.054
N1 0.985 -0.366 1.059  0.170
H1 -1.175 -1.123 0.852  0.130
H2 0.045 -2.353 1.090  0.157
H3 -0.862 -2.336 -1.366  0.179
H4 0.680 -1.573 -1.293  0.101
H5 -2.793 0.347 -2.212  0.228
H6 0.995 0.515 0.477  0.116
H7 1.764 -0.882 0.888  0.110
H8 0.862 -0.066 2.084  0.104
H9 -0.754 0.698 2.874  0.025
H10 0.503 1.607 3.536  0.129
O3 0.111 0.836 3.073  0.031
H11 1.745 1.805 -1.314  0.073
H12 2.953 1.632 -0.819  -0.005
O4 2.197 1.191 -0.736  0.016

As for the lowest unoccupied orbital energy: -2.844 eV. The spin multiplicity is 1. For the total energy, the calculation gives -476.9450 Ha. The total charge is +1. The orbital gap is 11.550 eV. The calculation puts the HOMO energy at -14.4 eV.

Which ΔE to the lowest compared entry with this formula, charge and spin belongs to each record? In order, 0.0 0.0 92.9 51.6 kcal/mol.